C6H13N2O | ωB97M-V with the def2-TZVPD basis set

Positions of all 22 atoms, in Å:
C -0.09698 0.31323 0.06952
C 4.75241 -0.13624 0.02094
C 3.38165 -0.39159 -0.40485
C -3.41693 1.17752 -0.58885
C 0.05477 -2.13814 0.10528
C -2.27988 1.43710 0.40085
N -1.36939 0.29693 0.37585
N 0.61766 -0.74934 -0.06912
O 3.51427 0.64899 0.25972
H 5.07638 -0.61086 0.86922
H 5.42649 0.29834 -0.62167
H 0.45457 1.23154 -0.17648
H -3.05194 1.04897 -1.56595
H -4.03501 0.36710 -0.25834
H -4.08677 1.99994 -0.49992
H -0.87201 -2.12638 -0.57641
H -0.42228 -2.22559 1.00429
H 0.93647 -2.80007 -0.15047
H -1.68952 2.24451 0.13076
H -2.77750 1.37968 1.34440
H -1.74454 -0.65800 0.39700
H 1.62806 -0.60767 -0.06576

Forces on the atoms, in the same order (eV/Å):
C 0.137 1.159 -0.419
C -1.500 0.135 -0.286
C -0.563 -1.823 -1.100
C 0.329 0.586 1.316
C 0.883 1.960 -3.919
C -1.540 -2.953 -0.746
N 0.437 -1.222 -0.304
N -0.590 -1.756 0.977
O 0.609 1.922 1.040
H 0.872 -1.029 1.891
H 1.323 1.030 -1.337
H -0.654 0.019 0.541
H 0.184 -0.159 -1.366
H -0.029 -0.903 0.034
H -0.458 0.952 -0.413
H 1.766 -0.832 0.084
H -0.285 -0.647 3.004
H -1.757 0.271 0.385
H 0.691 2.013 0.094
H 0.317 0.988 1.017
H -0.301 0.825 0.288
H 0.127 -0.536 -0.782

The total energy comes out at -11450.02803 eV. The charge is +1. The strongest force on any atom comes out at 0.0869 Eh/bohr. The spin multiplicity is 1. As for the HOMO-LUMO gap: 10.613 eV. As for the highest occupied orbital energy: -13.65 eV.

These are the Löwdin partial charges, in e, on atoms 1 to 4:
1 C -0.135
2 C -0.018
3 C -0.016
4 C -0.054